[1]
A molecular structure, C19H19F2N4O4PdS3. Source: the OMol25 dataset; level of theory: the ωB97M-V functional and the def2-TZVPD basis.

Last column: natural (NBO) charge in e.
Cartesian coordinates (Å):
1 Pd -0.043 -0.425 -0.239  1.122
2 F 4.668 0.416 -2.521  -0.295
3 C 3.927 -0.347 -1.718  0.472
4 C 2.596 -0.004 -1.533  -0.390
5 C 1.858 -0.811 -0.698  0.092
6 C 2.371 -1.949 -0.085  -0.221
7 C 3.718 -2.226 -0.316  0.465
8 F 4.275 -3.294 0.266  -0.305
9 C 4.517 -1.441 -1.116  -0.355
10 C 1.435 -2.751 0.696  0.228
11 C 1.660 -4.030 1.195  -0.217
12 C 0.633 -4.702 1.828  -0.106
13 C -0.607 -4.094 1.968  -0.243
14 C -0.766 -2.824 1.464  0.077
15 N 0.224 -2.169 0.854  -0.437
16 H 2.151 0.783 -2.127  0.266
17 H 5.556 -1.687 -1.278  0.266
18 H 2.624 -4.492 1.067  0.260
19 H 0.798 -5.700 2.209  0.243
20 H -1.432 -4.586 2.460  0.247
21 H -1.692 -2.288 1.586  0.206
22 C -5.646 -0.604 -0.088  -0.654
23 C -4.346 0.110 0.032  0.219
24 C -4.009 1.435 -0.128  -0.333
25 C -2.620 1.501 0.042  0.208
26 N -2.127 0.296 0.326  -0.379
27 N -3.199 -0.533 0.310  -0.326
28 C -1.769 2.721 -0.035  -0.640
29 H -6.470 0.090 0.061  0.246
30 H -5.734 -1.401 0.651  0.229
31 H -5.750 -1.044 -1.081  0.248
32 H -4.674 2.249 -0.357  0.243
33 H -3.081 -1.527 0.360  0.410
34 H -2.118 3.364 -0.842  0.243
35 H -0.734 2.461 -0.247  0.208
36 H -1.822 3.287 0.897  0.228
37 S 0.852 0.575 1.691  0.090
38 C 1.249 2.195 1.358  -0.032
39 N 1.568 2.692 0.190  -0.543
40 C 1.821 4.130 0.100  -0.228
41 C 1.948 4.645 1.541  -0.537
42 S 1.259 3.352 2.629  0.415
43 H 1.610 2.091 -0.624  0.449
44 H 1.003 4.612 -0.435  0.226
45 H 2.742 4.291 -0.457  0.238
46 H 1.368 5.551 1.694  0.256
47 H 2.981 4.832 1.824  0.245
48 O 0.649 -1.214 -3.260  -0.949
49 S -0.553 -0.579 -2.806  2.532
50 O -1.550 -0.247 -3.760  -0.891
51 O -1.133 -1.398 -1.609  -0.880
52 O -0.186 0.691 -1.938  -0.918

Its charge is +1. For the LUMO energy, the calculation gives -0.174 hartree. The relative energy (zero: lowest compared OMol25 entry of this formula, charge and spin) is 64.2 kJ/mol.

---

[2]
A molecular structure, C19H19F2NZn. Source: the OMol25 dataset; level of theory: the ωB97M-V functional and the def2-TZVPD basis.

Last column: natural (NBO) charge in e.
Cartesian coordinates (Å):
1 C 0.399 2.187 0.510  -0.690
2 C 0.441 1.004 -2.124  -0.468
3 C 1.697 2.637 0.243  -0.459
4 H 0.038 1.920 1.499  0.209
5 C 1.554 0.241 -1.704  -0.286
6 H -0.026 0.612 -3.036  0.241
7 H 1.619 3.525 -0.424  0.169
8 H 1.698 -0.707 -2.244  0.233
9 C 2.975 1.972 -0.333  -0.402
10 H 3.756 1.914 0.444  0.215
11 H 3.371 2.682 -1.082  0.193
12 C -0.573 2.745 -0.493  -0.405
13 H -0.646 3.838 -0.424  0.167
14 H -1.606 2.395 -0.436  0.184
15 C 0.076 2.449 -1.896  -0.449
16 H 0.954 3.094 -1.997  0.224
17 H -0.623 2.733 -2.688  0.212
18 C 2.854 0.616 -1.040  -0.451
19 H 3.658 0.537 -1.793  0.236
20 H 3.120 -0.158 -0.311  0.226
21 Zn 0.067 -0.048 -0.641  1.622
22 H 1.789 3.240 1.193  0.226
23 F 3.001 -4.159 1.310  -0.335
24 C 1.780 -3.537 1.213  0.442
25 C 1.709 -2.340 0.497  -0.343
26 C 0.479 -1.723 0.409  -0.467
27 C -0.678 -2.246 0.975  -0.166
28 C -0.534 -3.480 1.656  0.438
29 F -1.640 -4.144 2.144  -0.343
30 C 0.675 -4.134 1.804  -0.389
31 C -1.940 -1.505 0.791  0.219
32 C -3.141 -1.836 1.420  -0.237
33 C -4.274 -1.050 1.222  -0.143
34 C -4.196 0.047 0.362  -0.267
35 C -2.993 0.302 -0.294  0.064
36 N -1.880 -0.428 -0.043  -0.599
37 H 2.599 -1.936 0.025  0.214
38 H 0.750 -5.075 2.339  0.250
39 H -3.148 -2.702 2.063  0.247
40 H -5.198 -1.301 1.737  0.226
41 H -5.040 0.712 0.182  0.229
42 H -2.919 1.105 -1.035  0.213

For the LUMO energy (spin up / spin down), the calculation gives -0.003 / -0.003 hartree. The relative energy (zero: lowest compared OMol25 entry of this formula, charge and spin) is 0.0 kJ/mol.

---

[3]
A molecular structure, C19H19IN6O2PV. Source: the OMol25 dataset; level of theory: the ωB97M-V functional and the def2-TZVPD basis.

Last column: Löwdin spin population.
Cartesian coordinates (Å):
1 V 0.304 0.467 -0.768  1.959
2 C -3.150 -0.503 3.083  0.000
3 N -2.217 0.276 2.355  0.002
4 C -1.701 1.462 2.803  0.001
5 C -0.589 1.792 2.017  0.000
6 N -0.290 0.670 1.246  -0.005
7 C -1.277 -0.221 1.468  0.012
8 P -1.297 -1.962 0.759  0.004
9 C -1.845 -1.441 -0.900  0.014
10 N -1.467 -0.270 -1.440  -0.006
11 C -2.253 -0.190 -2.603  0.003
12 C -3.265 -1.060 -2.534  0.000
13 N -2.991 -1.940 -1.433  0.008
14 C -3.724 -3.135 -1.059  0.001
15 C 0.501 -2.120 0.412  0.013
16 N 1.352 -1.227 -0.160  -0.004
17 C 2.608 -1.789 -0.123  0.003
18 C 2.501 -3.074 0.329  0.000
19 N 1.182 -3.256 0.697  0.008
20 C 0.495 -4.504 1.044  0.000
21 H -3.806 -0.007 3.793  0.000
22 H -2.667 -1.252 3.687  0.000
23 H -3.806 -1.050 2.357  0.000
24 H -2.191 2.102 3.612  0.000
25 H -0.030 2.696 1.995  0.000
26 H -1.929 0.589 -3.306  0.000
27 H -4.155 -1.019 -3.101  0.000
28 H -4.010 -3.635 -1.981  0.000
29 H -4.593 -2.949 -0.383  0.000
30 H -3.007 -3.834 -0.619  0.000
31 H 3.467 -1.182 -0.404  0.000
32 H 3.310 -3.795 0.571  0.000
33 H 1.151 -5.347 0.868  0.000
34 H -0.452 -4.560 0.459  0.000
35 H 0.149 -4.548 2.132  0.000
36 I 5.979 4.708 1.006  0.000
37 C 4.253 4.158 -0.090  0.000
38 C 3.887 4.842 -1.261  0.001
39 C 2.771 4.411 -1.910  0.000
40 C 2.094 3.221 -1.539  0.002
41 C 2.433 2.599 -0.341  0.001
42 C 3.572 2.964 0.350  0.000
43 C 0.959 2.811 -2.434  0.003
44 O 1.028 3.258 -3.575  -0.008
45 O 0.113 1.902 -2.051  -0.014
46 H 4.493 5.701 -1.589  0.000
47 H 2.379 5.030 -2.745  0.000
48 H 1.764 1.827 0.088  0.002
49 H 3.965 2.386 1.218  0.000

Its charge is +2. For the LUMO energy (spin up / spin down), the calculation gives -0.297 / -0.269 hartree. The spin multiplicity is 3.

---

[4]
C19H19N3O3 in the gas phase. Source: the OMol25 dataset; level of theory: the ωB97M-V functional and the def2-TZVPD basis.

Last column: natural (NBO) charge in e.
Cartesian coordinates (Å):
1 C 1.645 -3.378 -2.338  -0.254
2 O 1.222 -2.039 -2.240  -0.483
3 C 2.007 -1.145 -1.610  0.421
4 C 3.254 -1.433 -1.060  -0.321
5 C 3.986 -0.451 -0.416  -0.175
6 C 3.493 0.838 -0.300  -0.253
7 C 2.256 1.138 -0.835  -0.154
8 C 1.506 0.167 -1.491  -0.187
9 C 0.193 0.516 -1.991  0.302
10 N -0.524 -0.171 -2.837  -0.119
11 O -1.695 0.516 -2.956  -0.269
12 C -1.604 1.585 -2.160  0.548
13 C -2.749 2.517 -2.024  -0.461
14 C -2.772 3.209 -0.654  -0.480
15 C -2.967 2.174 0.456  0.679
16 O -4.067 1.860 0.854  -0.609
17 N -1.791 1.665 0.902  -0.619
18 C -1.574 0.560 1.734  0.161
19 C -2.572 -0.017 2.509  -0.252
20 C -2.268 -1.120 3.288  -0.187
21 C -0.991 -1.651 3.302  -0.260
22 C 0.016 -1.078 2.532  0.100
23 C 1.407 -1.638 2.548  -0.651
24 C -0.286 0.029 1.758  -0.292
25 N -0.459 1.644 -1.553  -0.549
26 H 2.569 -3.467 -2.918  0.177
27 H 1.788 -3.828 -1.350  0.178
28 H 0.843 -3.897 -2.858  0.208
29 H 3.663 -2.428 -1.131  0.222
30 H 4.951 -0.700 0.001  0.217
31 H 4.067 1.599 0.204  0.219
32 H 1.848 2.135 -0.758  0.231
33 H -3.670 1.950 -2.180  0.249
34 H -2.682 3.272 -2.814  0.244
35 H -1.847 3.765 -0.505  0.222
36 H -3.618 3.895 -0.627  0.242
37 H -0.961 1.962 0.397  0.429
38 H -3.570 0.388 2.489  0.250
39 H -3.043 -1.572 3.889  0.212
40 H -0.771 -2.516 3.910  0.203
41 H 1.383 -2.726 2.573  0.214
42 H 1.936 -1.296 3.438  0.219
43 H 1.966 -1.314 1.674  0.217
44 H 0.487 0.483 1.153  0.207

For the LUMO energy, the calculation gives 0.020 hartree. As for the structure (SMILES): COc1ccccc1-c1noc(CCC(=O)Nc2cccc(C)c2)n1. The relative energy (zero: lowest compared OMol25 entry of this formula, charge and spin) is 222.7 kJ/mol.